Entry 1:
Below is C7H4O in the gas phase, with properties calculated with ωB97M-V/def2-TZVPD.

CARTESIAN COORDINATES (ANGSTROEM)
C  1.25114  -1.96208  2.24585
C  0.82943  -0.86177  1.59110
C  0.29678  -0.00744  0.50303
C  -0.66452  0.89954  0.44697
C  -1.14732  1.30547  -0.84453
C  -0.36123  0.71732  -1.86581
C  0.63252  -0.24101  -0.94499
O  1.49251  -0.94653  -1.42420
H  1.69617  -2.44893  3.06021
H  -1.27820  1.35493  1.24075
H  -2.24478  1.65455  -0.99483
H  -0.50251  0.53597  -3.01356

Force components x, y, z for each atom (eV/Å):
-3.3 8.9 -5.1
2.2 -6.6 3.0
0.8 -1.8 0.5
-2.1 1.4 2.4
-0.3 -1.7 -5.1
-1.2 -0.7 2.6
1.1 0.4 -2.8
-1.2 0.6 0.9
0.3 -0.7 0.5
0.9 -0.6 0.3
2.4 0.0 0.3
0.3 0.7 2.6

Properties
E, eV: -9365.685
SMILES string: C#CC1=CC=CC1=O

These are the Mulliken partial charges, in e, on atoms 1 to 6: -0.473, -0.378, 0.171, -0.090, -0.247, -0.429

---

Entry 2:
Below is C13H8F5N5O2RhS3 as an isolated structure, with properties calculated with ωB97M-V/def2-TZVPD.

CARTESIAN COORDINATES (ANGSTROEM)
Rh  -0.20114  -0.38029  -0.41630
N  -2.30845  0.47626  -0.14537
N  -3.17043  0.17450  -1.21062
C  -2.91772  -0.92239  -1.96918
N  -4.01817  -1.42345  -2.61827
S  -1.43364  -1.59910  -2.14476
H  -2.62551  0.07016  0.72914
H  -2.18388  1.47977  -0.07407
H  -4.15143  0.33338  -1.02729
H  -4.69927  -0.74679  -2.93330
H  -3.77251  -2.09637  -3.32767
S  1.67947  -1.81825  -0.48621
C  1.47850  -2.84420  0.92074
C  2.61530  -3.66656  1.25455
N  3.53307  -4.30731  1.52093
C  0.35571  -2.91223  1.65488
S  -1.02269  -1.93631  1.29618
C  0.24090  -3.83921  2.75727
N  0.11992  -4.55560  3.64914
C  1.44484  1.67445  -3.58196
O  1.08414  0.73855  -2.56108
C  0.01494  1.05640  -1.78375
O  -0.65711  2.04693  -1.98727
H  2.04832  1.12380  -4.29950
H  2.03338  2.48521  -3.14985
H  0.55836  2.08676  -4.06146
F  2.72071  1.06493  -0.24901
C  2.00329  1.28545  0.86138
C  0.69109  0.83814  0.96181
C  0.05331  1.21759  2.13078
F  -1.26391  0.94794  2.32587
C  0.65846  1.93256  3.14963
F  -0.02448  2.26937  4.25584
C  1.97431  2.31766  3.01743
F  2.58063  3.01481  3.98866
C  2.64694  2.00281  1.85445
F  3.91475  2.41063  1.69825

Force components x, y, z for each atom (eV/Å):
-2.1 -0.2 1.3
0.9 0.1 -0.3
-0.4 -0.2 0.3
0.0 0.1 -0.2
0.0 0.2 -0.2
0.4 -0.5 0.0
0.0 0.0 0.1
0.0 0.0 -0.1
0.0 0.1 0.1
0.0 0.0 0.1
0.0 0.0 0.0
0.0 0.6 -0.3
0.6 -0.1 -0.3
-0.3 0.3 -0.1
0.1 -0.1 0.0
-0.4 -0.4 0.5
0.0 -0.1 0.0
0.1 0.4 -0.3
0.0 -0.1 0.1
-0.1 -0.1 0.1
0.0 0.5 -0.6
1.2 -0.6 -0.1
-0.1 0.0 0.1
0.0 0.0 0.0
0.0 0.0 0.0
0.0 0.0 0.0
0.1 0.0 0.0
0.0 0.0 -0.1
0.1 -0.3 -0.1
0.0 0.1 -0.1
0.0 0.1 0.0
-0.1 0.0 0.0
0.0 0.0 0.0
0.0 0.0 0.0
0.0 0.0 0.0
0.0 0.0 0.0
0.0 0.0 0.0

Properties
E, eV: -74259.173
Net charge: -1

These are the Mulliken partial charges, in e, on atoms 1 to 6: 0.075, -0.407, -0.533, 0.621, -0.543, -0.325

---

Across the entries above, LUMO level takes the values -1.28, 1.93 eV, respectively.
Across the entries above, F_max takes the values 10.80, 2.45 eV/A, respectively.